ORCA calculation (ωB97M-V/def2-TZVPD) on a molecular structure, C31H61F6N4O5PtS2SbSi6.

```
! RIJCOSX wB97M-V def2-TZVPD def2/J DEFGRID3
* xyz 0 1
Pt 0.3464 -1.2049 0.2942
C 2.2556 0.7473 2.9427
Si 1.8636 -1.0422 3.3804
C 3.3696 -2.1485 3.2086
C 1.6268 -1.0682 5.2547
C 0.3617 -1.6481 2.3957
Si -1.1523 -0.9350 3.2835
C -2.7980 -1.0523 2.3640
C -0.9323 0.8980 3.6351
C -1.5318 -1.7377 4.9568
Si 0.3209 -3.4923 2.1313
C -0.1251 -4.6564 3.5356
C 1.7609 -4.2775 1.2329
C -1.1743 -3.5359 0.9430
C -2.1827 -4.4792 0.7849
C -3.2537 -4.2240 -0.0546
C -3.3156 -3.0082 -0.7213
C -2.2872 -2.1068 -0.5512
N -1.2465 -2.3828 0.2448
H 2.2236 1.3661 3.8435
H 1.5433 1.1571 2.2233
H 3.2518 0.8424 2.5173
H 4.2024 -1.6728 3.7356
H 3.6869 -2.3462 2.1919
H 3.1795 -3.1015 3.7130
H 2.6099 -0.8172 5.6670
H 1.3569 -2.0542 5.6384
H 0.9167 -0.3414 5.6455
H -2.8132 -0.4608 1.4461
H -3.5620 -0.6447 3.0328
H -3.0968 -2.0761 2.1292
H -0.0439 1.1072 4.2315
H -1.7993 1.2614 4.1934
H -0.8611 1.4764 2.7119
H -1.1746 -2.7603 5.0611
H -2.6170 -1.7523 5.0924
H -1.1113 -1.1642 5.7813
H 0.5827 -4.5731 4.3642
H -0.0748 -5.6876 3.1730
H -1.1276 -4.4837 3.9281
H 2.5295 -4.5988 1.9381
H 2.2260 -3.6015 0.5201
H 1.4139 -5.1676 0.6992
H -2.1245 -5.4063 1.3405
H -4.0417 -4.9555 -0.1787
H -4.1445 -2.7556 -1.3669
H -2.2708 -1.1426 -1.0433
F 4.5889 1.3977 0.6787
C 4.6878 0.8477 -0.5287
F 4.3705 1.7622 -1.4421
F 5.9342 0.4515 -0.7162
S 3.5496 -0.6143 -0.6843
O 2.2689 -0.0675 -0.2095
O 4.1543 -1.6720 0.0576
N 3.4256 -0.8000 -2.2266
S 4.4470 -1.5560 -3.1726
O 4.1116 -1.2014 -4.5229
O 5.8085 -1.4984 -2.7493
C 3.9728 -3.3691 -3.0523
F 3.1551 -3.5991 -2.0274
F 5.0598 -4.1101 -2.9031
F 3.3490 -3.7522 -4.1676
N 1.7417 -1.4566 -6.7155
C 0.6308 -1.9301 -6.1167
O -0.2844 -2.4882 -6.6905
C 0.5595 -1.6856 -4.6313
C 0.1831 -2.7242 -3.7883
C 0.1093 -2.4912 -2.4351
N 0.3386 -1.2838 -1.8850
C 0.6970 -0.2947 -2.7007
C 0.8297 -0.4530 -4.0692
H 1.8485 -1.6366 -7.6998
H 2.5521 -1.1940 -6.1716
H -0.0335 -3.7050 -4.1876
H -0.1333 -3.2976 -1.7589
H 0.9059 0.6523 -2.2274
H 1.1495 0.3856 -4.6720
C -3.7243 2.4898 2.2717
Si -3.3751 2.8201 0.4613
C -4.6072 1.8398 -0.5681
C -3.6593 4.6672 0.2673
Sb -1.0491 1.9774 -0.2723
Si -1.4326 2.6456 -2.7357
C -2.5645 4.1124 -3.0427
C 0.2193 3.1013 -3.5349
C -2.2482 1.1755 -3.6060
Si 0.2993 4.0471 0.4324
C 0.0219 4.3353 2.2632
C -0.1582 5.6002 -0.5158
C 2.1047 3.6614 0.1094
H -4.7308 2.8549 2.4989
H -3.0244 3.0260 2.9149
H -3.6794 1.4337 2.5325
H -5.6248 2.2083 -0.4125
H -4.5847 0.7879 -0.2689
H -4.3894 1.8884 -1.6366
H -4.7190 4.8693 0.4527
H -3.4036 5.0698 -0.7101
H -3.0871 5.2108 1.0230
H -2.1777 5.0341 -2.6070
H -3.5777 3.9483 -2.6735
H -2.6277 4.2561 -4.1266
H 1.0964 2.7256 -3.0049
H 0.2638 2.7377 -4.5648
H 0.3102 4.1892 -3.5751
H -3.2908 1.4128 -3.8310
H -2.2366 0.2619 -3.0086
H -1.7531 0.9497 -4.5529
H -1.0356 4.4533 2.5081
H 0.5432 5.2459 2.5724
H 0.4144 3.5047 2.8533
H -1.1790 5.9257 -0.3150
H -0.0462 5.4581 -1.5918
H 0.5194 6.4063 -0.2175
H 2.3175 2.6012 0.2497
H 2.7426 4.2243 0.7965
H 2.3895 3.9347 -0.9095
*
```

Properties
LUMO energy, hartree: -0.012
HOMO, eV: -7.9
Energy above the lowest of the compared OMol25 structures with the same formula, charge and spin, kJ/mol: 0.0
Kohn-Sham gap, eV: 7.6
F_max, eV/Å: 0.7